Record 1
{"formula": "C20H18BrN2O2RhS", "method": "wB97M-V/def2-TZVPD", "symbols": ["Rh", "Br", "C", "C", "C", "C", "O", "C", "C", "N", "C", "C", "C", "C", "C", "C", "C", "C", "N", "C", "C", "H", "H", "H", "H", "H", "H", "H", "H", "H", "H", "O", "S", "C", "C", "C", "C", "H", "H", "H", "H", "H", "H", "H", "H"], "positions_angstrom": [[1.18704, 0.08443, -1.41045], [4.99364, -4.82807, 2.87835], [4.30634, -3.65897, 1.57465], [4.94704, -3.55217, 0.31825], [4.49004, -2.65757, -0.59615], [3.35284, -1.80827, -0.34015], [2.97374, -1.02747, -1.24655], [2.70284, -1.93147, 0.96575], [1.62684, -1.09847, 1.39385], [1.19384, -0.03697, 0.77375], [0.35944, 0.93463, 1.29125], [-0.07546, 1.01763, 2.61255], [-0.82646, 2.10903, 3.04765], [-1.17546, 3.13053, 2.19675], [-0.75356, 3.10423, 0.84985], [-1.06826, 4.11003, -0.09085], [-0.57606, 4.03033, -1.37215], [0.24564, 2.95193, -1.71275], [0.49584, 1.96873, -0.86955], [0.02024, 2.00303, 0.39885], [3.20404, -2.87207, 1.87015], [5.79994, -4.17547, 0.09365], [4.97414, -2.54017, -1.55615], [1.16914, -1.40027, 2.33645], [0.16914, 0.24573, 3.32565], [-1.13346, 2.14153, 4.08045], [-1.76106, 3.96333, 2.55235], [-1.68956, 4.94013, 0.20965], [-0.79006, 4.79063, -2.10775], [0.70354, 2.89663, -2.69325], [2.75994, -2.96667, 2.84905], [-0.56656, -0.73847, -2.28705], [-1.79396, -1.64287, -2.34845], [-3.13256, -0.54197, -2.93305], [-3.58476, 0.25063, -1.72185], [-3.69666, -0.76787, -0.59085], [-2.41796, -1.59357, -0.61175], [-3.92056, -1.20587, -3.28945], [-2.76256, 0.05643, -3.76115], [-4.53856, 0.74183, -1.91545], [-2.85086, 1.02073, -1.46935], [-4.56496, -1.40787, -0.75425], [-3.81546, -0.27647, 0.37305], [-2.57136, -2.61767, -0.28295], [-1.60916, -1.14557, -0.03045]], "atomic_forces_ev_per_a": [[1.6, -0.4, 3.8], [-0.2, 0.2, -0.3], [-0.3, 0.2, 0.4], [-0.2, 0.0, 0.2], [-0.3, 0.8, -0.1], [0.9, -1.4, 1.8], [-2.3, 1.3, -1.8], [-0.2, 0.1, -1.0], [0.5, -0.4, -0.2], [0.4, -0.5, -3.1], [-1.1, 1.2, 0.7], [0.4, -0.3, -0.8], [-0.3, 0.4, -0.1], [0.2, -0.3, 0.1], [0.1, -0.4, -0.2], [0.1, -0.2, -0.2], [0.1, 0.2, 0.4], [-0.2, 0.1, -0.1], [-0.2, -1.1, -1.0], [-0.2, -0.1, 0.9], [0.5, -0.6, 0.2], [0.0, 0.0, 0.0], [0.0, 0.0, 0.0], [0.2, 0.4, 0.2], [0.1, 0.0, 0.1], [-0.1, 0.0, 0.1], [0.0, 0.1, 0.0], [-0.1, 0.1, 0.0], [0.1, 0.0, 0.0], [-0.1, -0.2, -0.1], [-0.1, 0.0, 0.1], [1.2, 0.8, -0.3], [-0.5, 0.5, 0.6], [0.2, -0.2, 0.2], [-0.1, 0.0, 0.2], [-0.1, 0.3, -0.1], [-0.2, -0.4, -0.2], [0.0, -0.1, -0.1], [0.2, -0.1, -0.1], [0.1, 0.0, 0.0], [0.0, 0.0, -0.1], [0.0, 0.0, 0.0], [-0.1, -0.1, 0.1], [0.1, -0.1, 0.1], [0.1, 0.0, -0.2]], "orbital_gap_ev": [4.747, 4.750], "lumo_ev": [-9.131, -9.171], "charge": 2, "homo_energy_ev": [-13.8783, -13.9209]}

***

Record 2
{"formula": "C57H70BrF8N12O7P", "method": "wB97M-V/def2-TZVPD", "symbols": ["C", "C", "C", "C", "C", "O", "C", "C", "F", "F", "C", "F", "F", "C", "F", "F", "C", "F", "F", "O", "C", "O", "C", "C", "N", "N", "N", "C", "O", "C", "C", "C", "O", "Br", "P", "N", "O", "O", "H", "H", "H", "H", "H", "H", "H", "H", "H", "H", "H", "H", "H", "H", "H", "H", "H", "H", "H", "H", "H", "H", "H", "H", "H", "H", "H", "H", "H", "H", "N", "C", "C", "C", "C", "C", "H", "H", "H", "H", "H", "N", "C", "C", "C", "C", "C", "H", "H", "H", "H", "H", "N", "C", "C", "C", "C", "C", "H", "H", "H", "H", "H", "N", "C", "C", "C", "C", "C", "H", "H", "H", "H", "H", "N", "C", "C", "C", "C", "C", "H", "H", "H", "H", "H", "N", "C", "C", "C", "C", "C", "H", "H", "H", "H", "H", "N", "C", "C", "C", "C", "C", "H", "H", "H", "H", "H", "N", "C", "C", "C", "C", "C", "H", "H", "H", "H", "H"], "positions_angstrom": [[2.17361, -2.20400, 3.50669], [1.10828, -2.87003, 2.63187], [1.03157, -2.38691, 1.16670], [-0.39227, -2.35593, 0.57060], [-1.58268, -1.91272, 1.40810], [-2.69784, -2.02739, 0.52415], [-3.80617, -2.74984, 0.94899], [-4.84432, -2.50929, -0.15559], [-4.75822, -3.53753, -1.03188], [-4.54482, -1.39209, -0.85227], [-6.33916, -2.34549, 0.27919], [-6.53392, -2.82635, 1.52543], [-7.12852, -3.04165, -0.54860], [-6.83896, -0.86643, 0.21620], [-6.86874, -0.48352, -1.07126], [-8.11464, -0.85985, 0.67896], [-6.06718, 0.17809, 1.07485], [-5.19818, 0.88794, 0.34165], [-5.33199, -0.46413, 2.01333], [1.68101, -1.12477, 0.96195], [0.94490, 0.06614, 1.09666], [0.32021, 0.18125, 2.36186], [1.90283, 1.19599, 0.80214], [1.20550, 2.50370, 0.39585], [0.46646, 3.01202, 1.53841], [2.18079, 3.54917, 0.05532], [0.37423, 2.24049, -0.79293], [1.81555, -3.36854, 0.24559], [1.49580, -3.13712, -1.11945], [2.19946, -2.15324, -1.85546], [1.36159, -1.72831, -3.08640], [-0.06698, -2.21734, -3.05861], [-0.44650, -3.31803, -3.19205], [-1.37018, -0.76464, -2.81035], [3.60511, -3.62024, 0.56904], [3.88320, -4.38514, 1.87887], [4.25396, -2.17197, 0.44393], [4.04889, -4.36534, -0.80242], [2.41920, -2.86786, 4.33834], [3.10529, -2.01809, 2.97240], [1.80786, -1.26611, 3.92514], [0.13933, -2.75661, 3.11952], [1.32430, -3.94210, 2.61919], [-0.63828, -3.34799, 0.18058], [-0.35451, -1.68758, -0.28983], [-1.52172, -0.86415, 1.69800], [-1.72494, -2.52250, 2.30600], [-3.62525, -3.83449, 0.96694], [-4.17246, -2.44716, 1.93147], [-6.77968, 0.84108, 1.56929], [0.12457, 0.08806, 0.37102], [0.91431, 0.66201, 2.95283], [2.54939, 1.37143, 1.67032], [2.54318, 0.86437, -0.02065], [0.24931, 3.99288, 1.39315], [-0.39265, 2.49108, 1.67777], [2.87878, 3.59641, 0.79565], [2.69593, 3.22540, -0.76144], [0.72986, 2.74826, -1.59532], [-0.57140, 2.57769, -0.64904], [1.42339, -4.36858, 0.46221], [3.15965, -2.54372, -2.20171], [2.39799, -1.28025, -1.23317], [1.36228, -0.64221, -3.14449], [1.79786, -2.11089, -4.01323], [4.30426, -5.29708, 1.75125], [4.97987, -2.11648, -0.19497], [5.01461, -4.42917, -0.82193], [1.23361, 5.80879, 2.96096], [1.65887, 5.83698, 4.22110], [2.90257, 6.32026, 4.60067], [3.75458, 6.79537, 3.61682], [3.32678, 6.76588, 2.29921], [2.06126, 6.26686, 2.02368], [0.96973, 5.45176, 4.96466], [3.19175, 6.32071, 5.64281], [4.73391, 7.17943, 3.87243], [3.95810, 7.12019, 1.49535], [1.69993, 6.22128, 1.00292], [-6.27642, 4.93566, 2.65726], [-7.02197, 5.80744, 1.98201], [-7.03291, 5.89625, 0.59775], [-6.22528, 5.03360, -0.12613], [-5.44167, 4.12272, 0.56461], [-5.50285, 4.11434, 1.94960], [-7.64172, 6.46844, 2.57888], [-7.66191, 6.62460, 0.10441], [-6.20575, 5.06815, -1.20770], [-4.79254, 3.43283, 0.04329], [-4.90094, 3.41440, 2.52027], [-1.52882, 2.31968, -1.38245], [-1.00392, 2.47649, -2.59709], [-1.45350, 1.80652, -3.72581], [-2.51082, 0.92125, -3.58314], [-3.07140, 0.74470, -2.32858], [-2.54645, 1.46639, -1.26677], [-0.17536, 3.17393, -2.66831], [-0.98778, 1.95753, -4.68971], [-2.88604, 0.37373, -4.43852], [-3.89174, 0.05961, -2.16518], [-2.95067, 1.34218, -0.26918], [-6.76673, 4.99073, 8.83641], [-7.51625, 5.85675, 8.15804], [-7.52519, 5.94498, 6.77383], [-6.71231, 5.09159, 6.04287], [-5.92733, 4.18668, 6.74140], [-5.99007, 4.17487, 8.12692], [-8.14112, 6.51311, 8.75436], [-8.15934, 6.67115, 6.28222], [-6.68117, 5.12074, 4.95961], [-5.27352, 3.49892, 6.22134], [-5.38774, 3.47638, 8.69805], [-2.79904, -8.45283, -0.78271], [-3.43769, -7.28767, -0.86904], [-3.01216, -6.23283, -1.66333], [-1.85200, -6.39099, -2.40603], [-1.17594, -7.59791, -2.32469], [-1.68952, -8.59236, -1.50454], [-4.33859, -7.19407, -0.27116], [-3.56942, -5.30904, -1.69420], [-1.47871, -5.58508, -3.02452], [-0.26409, -7.76801, -2.88120], [-1.18406, -9.54857, -1.41953], [5.49430, -1.72908, -2.49402], [6.02215, -2.73311, -3.19290], [6.83563, -2.54988, -4.29994], [7.11369, -1.25430, -4.70674], [6.56087, -0.20101, -3.99570], [5.75818, -0.48915, -2.90259], [5.78028, -3.73519, -2.85483], [7.23907, -3.40378, -4.82623], [7.74594, -1.06936, -5.56528], [6.74399, 0.82610, -4.27975], [5.30881, 0.30964, -2.32269], [7.22406, -2.36140, 1.08262], [7.90684, -2.44606, 2.22044], [9.22113, -2.01566, 2.34361], [9.85185, -1.47196, 1.23470], [9.14603, -1.37438, 0.04451], [7.83956, -1.83550, 0.02715], [7.37613, -2.87682, 3.06207], [9.73513, -2.10527, 3.29094], [10.87564, -1.12642, 1.29853], [9.59219, -0.95259, -0.84599], [7.20890, -1.78058, -0.85127], [0.22204, 0.67193, -6.39280], [-0.01054, -0.35665, -7.20474], [0.96574, -0.94235, -7.99687], [2.25273, -0.43154, -7.94509], [2.50849, 0.63903, -7.10339], [1.46246, 1.15119, -6.35030], [-1.02791, -0.73171, -7.22109], [0.71844, -1.77847, -8.63650], [3.04203, -0.86054, -8.54881], [3.49686, 1.07146, -7.02816], [1.62864, 1.98629, -5.67752]], "atomic_forces_ev_per_a": [[0.0, -0.1, 0.1], [0.1, -0.1, 0.2], [0.0, 0.0, -0.2], [0.0, -0.1, 0.2], [0.0, 0.0, -0.1], [0.0, 0.0, 0.0], [0.0, 0.0, 0.0], [-0.1, -0.2, 0.2], [-0.3, -0.1, -0.1], [0.0, 0.0, 0.0], [0.2, 0.2, 0.0], [0.0, 0.0, 0.0], [-0.1, -0.1, -0.2], [0.0, 0.0, 0.1], [-0.2, 0.1, 0.1], [0.1, -0.1, 0.0], [0.0, -0.2, 0.0], [-0.1, 0.3, -0.3], [-0.1, -0.1, 0.3], [0.0, 0.2, 0.4], [-0.2, -0.2, 0.0], [0.2, 0.1, 0.1], [0.2, 0.1, 0.0], [0.3, -0.2, -0.6], [-0.1, 0.0, 0.0], [0.4, -0.2, 0.0], [7.7, -0.6, 3.2], [-0.1, 0.2, -0.1], [0.1, -0.3, -0.1], [0.1, 0.2, -0.1], [0.2, -0.1, -0.1], [0.4, 1.2, 0.7], [-0.3, -1.6, -0.5], [3.7, -5.3, 0.8], [0.0, 0.0, 0.2], [0.1, 0.0, -0.2], [-0.2, 0.1, 0.0], [0.2, 0.0, -0.1], [0.0, 0.0, 0.0], [-0.1, 0.0, 0.0], [0.1, 0.0, -0.1], [0.0, 0.1, 0.0], [-0.1, 0.0, -0.1], [0.0, 0.0, 0.0], [-0.1, -0.3, -0.1], [0.1, -0.1, 0.2], [0.0, 0.0, -0.1], [0.0, 0.1, 0.0], [0.0, 0.1, 0.0], [0.0, 0.1, -0.1], [0.1, 0.0, 0.0], [0.0, 0.0, -0.1], [0.0, -0.1, 0.0], [-0.1, 0.1, 0.0], [-0.1, -0.1, 0.1], [0.1, 0.0, 0.1], [-0.1, 0.1, 0.1], [-0.1, 0.1, 0.0], [0.7, -0.3, 1.0], [0.7, 0.9, 1.7], [-0.1, 0.1, -0.1], [-0.1, 0.0, 0.1], [-0.1, 0.0, 0.0], [0.0, 0.0, -0.1], [0.0, -0.1, 0.1], [-0.1, 0.0, 0.2], [0.0, 0.1, 0.0], [-0.1, -0.2, 0.0], [0.0, 0.1, -0.1], [0.0, 0.0, 0.0], [0.0, 0.0, 0.0], [0.0, 0.0, 0.0], [0.0, 0.0, 0.0], [0.0, 0.0, 0.1], [0.0, 0.0, 0.0], [0.0, 0.0, 0.0], [0.0, 0.0, 0.0], [0.0, 0.0, 0.0], [0.0, 0.0, 0.0], [0.0, 0.0, -0.1], [0.0, 0.0, 0.0], [0.0, 0.0, 0.0], [0.0, 0.0, 0.0], [0.0, 0.0, -0.1], [0.0, 0.0, 0.0], [0.0, 0.0, 0.0], [0.0, 0.0, 0.0], [0.0, 0.0, 0.0], [0.0, 0.0, 0.0], [0.0, 0.0, 0.0], [-7.8, -0.3, -3.4], [-1.1, 0.1, -2.3], [-0.1, 1.7, 0.4], [-1.8, 2.2, -1.1], [-1.7, 1.5, 0.3], [-0.1, 0.5, 0.1], [-0.8, 0.1, -0.6], [0.0, 0.0, 0.1], [-0.2, 0.3, 0.0], [0.2, 0.2, -0.1], [0.0, 0.0, 0.0], [0.0, 0.0, 0.0], [0.0, 0.0, 0.0], [0.0, 0.0, 0.0], [0.0, 0.0, 0.1], [0.0, 0.0, 0.0], [0.0, 0.0, 0.0], [0.0, 0.0, 0.0], [0.0, 0.0, 0.0], [0.0, 0.0, 0.0], [0.0, 0.0, 0.0], [0.0, 0.0, 0.0], [0.0, 0.0, 0.0], [0.0, 0.0, 0.0], [0.1, 0.0, 0.0], [0.0, 0.0, 0.0], [0.0, 0.0, 0.0], [0.0, 0.0, 0.0], [0.0, 0.0, 0.0], [0.0, 0.0, 0.0], [0.0, 0.0, 0.0], [0.0, 0.0, 0.0], [0.0, 0.0, 0.0], [0.1, -0.1, 0.0], [0.0, 0.0, 0.0], [0.0, 0.0, 0.0], [0.0, 0.0, 0.0], [0.0, 0.0, 0.0], [0.0, 0.0, 0.0], [0.0, 0.0, 0.0], [0.0, 0.0, 0.0], [0.0, 0.0, 0.0], [0.0, 0.0, 0.0], [0.0, 0.0, 0.0], [0.1, -0.1, 0.0], [0.0, 0.0, 0.0], [0.0, 0.0, 0.0], [0.0, 0.0, 0.0], [0.0, 0.0, 0.0], [-0.2, 0.0, 0.1], [0.0, 0.0, 0.0], [0.0, 0.0, 0.0], [0.0, 0.0, 0.0], [0.0, 0.0, 0.0], [0.3, 0.1, -0.2], [0.0, 0.0, 0.0], [0.0, 0.0, 0.0], [0.0, 0.0, 0.0], [0.0, 0.0, 0.0], [0.0, 0.0, 0.0], [0.0, 0.0, 0.0], [0.0, 0.0, 0.0], [0.0, 0.0, 0.0], [0.0, 0.0, 0.0], [0.0, 0.0, 0.0], [0.0, 0.0, 0.0]], "orbital_gap_ev": 7.752, "lumo_ev": 0.108, "homo_energy_ev": -7.6441}

***

Record 3
{"formula": "C4H6N2O2", "method": "wB97M-V/def2-TZVPD", "symbols": ["O", "C", "O", "C", "C", "C", "N", "N", "H", "H", "H", "H", "H", "H"], "positions_angstrom": [[-1.30538, -1.35908, -0.51565], [-1.17185, -0.24827, 0.02182], [-2.21168, 0.69835, -0.08438], [0.02702, 0.43792, 0.74803], [0.72975, 1.40124, -0.15835], [1.70982, 0.32365, -0.75761], [1.69993, -0.87359, -0.23944], [1.09738, -0.61429, 0.99702], [-3.12959, 0.30635, -0.11578], [-0.41045, 0.99828, 1.56834], [1.33575, 2.13887, 0.36124], [0.14333, 1.81541, -0.92195], [2.39287, 0.37773, -1.55992], [0.45499, -1.42287, 1.04182]], "atomic_forces_ev_per_a": [[1.0, 3.0, 2.4], [-2.2, -1.1, -2.4], [0.0, -0.9, 0.8], [-0.2, -0.9, -0.5], [2.9, -2.2, -0.4], [-0.2, -1.8, -0.6], [0.8, 4.5, -0.1], [-4.1, -1.8, 1.3], [1.7, 0.1, -0.3], [0.3, -0.6, 0.7], [-0.3, 0.3, 0.2], [-0.8, 0.8, -0.9], [0.2, 0.8, -1.3], [0.9, -0.2, 1.1]], "orbital_gap_ev": 9.844, "lumo_ev": 0.537, "smiles": "O=C(O)[C@@H]1CC=NN1", "homo_energy_ev": -9.3074}

***

Record 4
{"formula": "C13H31Br3O8P2", "method": "wB97M-V/def2-TZVPD", "symbols": ["C", "C", "O", "P", "O", "O", "C", "C", "O", "C", "C", "H", "H", "H", "H", "H", "H", "H", "H", "H", "H", "H", "H", "H", "H", "H", "C", "C", "O", "P", "O", "O", "C", "C", "O", "C", "C", "H", "H", "H", "H", "H", "H", "H", "H", "H", "H", "H", "H", "H", "H", "H", "Br", "C", "Br", "Br", "H"], "positions_angstrom": [[-2.95363, 0.90610, 2.86103], [-2.46383, 1.52472, 1.52769], [-2.34490, 2.96347, 1.66484], [-0.88864, 3.60489, 1.45974], [0.22805, 3.05644, 2.30593], [-0.66018, 3.70355, -0.12112], [0.55274, 3.07670, -0.61617], [0.70569, 3.50303, -2.10389], [-1.18390, 5.09346, 1.81869], [-0.15131, 5.98933, 2.18332], [0.37363, 6.64831, 0.96214], [-4.02758, 1.07215, 2.94564], [-2.84389, -0.16953, 2.72287], [-2.38176, 1.21977, 3.73434], [-1.49800, 1.15010, 1.18868], [-3.20910, 1.20431, 0.79967], [1.44443, 3.39768, -0.07769], [0.52829, 2.00168, -0.43774], [1.48562, 2.83374, -2.46703], [-0.21148, 3.34509, -2.67130], [1.02568, 4.53477, -2.24950], [-0.62566, 6.64077, 2.91730], [0.67549, 5.45158, 2.64736], [1.34126, 7.08194, 1.21463], [0.55267, 5.94792, 0.14636], [-0.33621, 7.41450, 0.65038], [3.09653, -4.16861, 2.11128], [1.70531, -3.60817, 1.68438], [1.68694, -3.67623, 0.25833], [0.63653, -2.73881, -0.59034], [0.89455, -1.30751, -0.36334], [-0.85091, -3.34906, -0.33808], [-1.69408, -2.89094, 0.74916], [-2.43376, -4.13274, 1.28742], [0.88835, -3.26426, -2.10605], [2.15277, -3.12860, -2.75165], [2.11525, -3.77652, -4.15623], [3.15930, -5.22890, 1.86644], [3.92611, -3.58441, 1.71304], [3.17146, -4.09696, 3.19634], [0.90377, -4.21208, 2.10973], [1.57332, -2.55932, 1.95006], [-1.06321, -2.49858, 1.54675], [-2.36161, -2.11931, 0.36561], [-2.91572, -3.94582, 2.24705], [-3.23331, -4.41020, 0.60052], [-1.79919, -5.01788, 1.33150], [2.47851, -2.08841, -2.75359], [2.75241, -3.77747, -2.11329], [1.30690, -3.31631, -4.72446], [3.06593, -3.60122, -4.65980], [1.82260, -4.82226, -4.06193], [-1.30727, -1.84925, -4.63706], [-0.78240, -0.45419, -3.40824], [-2.35432, 0.60864, -2.70780], [0.63089, 0.69712, -4.12715], [-0.30541, -0.87822, -2.52462]], "atomic_forces_ev_per_a": [[0.4, -0.1, -1.1], [0.1, -0.2, 1.1], [0.4, 0.0, -0.5], [0.8, -0.3, 1.6], [-1.5, 0.1, -1.8], [0.6, -1.0, 0.7], [0.2, 0.8, -1.3], [0.1, -0.9, 1.0], [-1.5, -0.1, 0.2], [0.4, -0.6, 0.5], [0.3, 1.0, -0.3], [0.1, 0.3, 0.4], [0.1, -0.2, 0.2], [-0.2, 0.1, -0.1], [0.0, -0.3, 0.2], [0.0, 0.8, -0.4], [-0.2, 0.4, 0.3], [-0.3, -0.1, -0.5], [0.0, 0.2, -0.4], [0.1, -0.1, 0.1], [0.0, 0.0, 0.4], [0.3, 0.3, -0.1], [-0.2, -0.2, 0.3], [0.0, 0.4, -0.1], [-0.2, -0.1, 0.1], [0.3, 0.1, -0.4], [-1.2, 0.5, 0.5], [1.5, -0.1, 0.0], [-1.5, 0.5, -1.4], [0.8, -1.7, -0.6], [-0.7, -0.3, 0.0], [1.5, 0.8, -0.5], [0.3, -1.0, 0.5], [-0.5, 0.4, -0.8], [-1.9, 0.7, 1.4], [0.6, -1.4, 0.0], [-1.0, 0.9, 0.9], [0.1, 0.1, -0.3], [-0.2, -0.1, -0.3], [0.0, 0.0, 0.1], [-0.1, 0.0, 0.0], [0.1, 0.0, 0.4], [0.0, 0.3, -0.1], [0.0, 0.0, 0.1], [0.2, 0.1, 0.1], [-0.1, 0.1, -0.1], [0.3, 0.3, 0.3], [0.0, 0.0, 0.0], [1.0, 0.5, -0.2], [0.2, 0.2, -0.2], [-0.1, -0.3, 0.0], [0.5, -0.1, 0.0], [0.0, 0.5, 0.4], [-0.1, 0.6, 0.4], [1.2, -0.7, -0.6], [-0.7, -0.5, 0.0], [-0.4, -0.1, -0.2]], "orbital_gap_ev": 10.007, "lumo_ev": -0.268, "smiles": "CCOP(=O)(OCC)OCC.CCOP(=O)(OCC)OCC.BrC(Br)Br", "homo_energy_ev": -10.2749}